Below is a cluster of 3 separate species, C15H18Cl2F16O3P in total, with properties calculated with ωB97M-V/def2-TZVPD.

The HOMO-LUMO gap is 0.3707 Eh. As for the net charge: +1.

CARTESIAN COORDINATES (ANGSTROEM)
C  2.432  0.492  -0.852
F  -3.299  -3.598  -0.750
F  3.940  7.868  -0.048
O  -5.369  -5.394  -0.212
C  -1.153  -1.782  -0.136
C  -5.374  -4.129  0.290
C  2.301  4.941  1.443
H  6.112  6.062  -1.754
C  -1.628  -0.877  -1.273
F  -4.530  -1.954  -0.037
H  -5.043  -3.108  -1.600
F  2.372  3.718  2.039
C  5.706  6.515  -0.845
F  -6.643  -3.674  0.284
C  0.928  0.041  1.106
H  1.380  5.439  1.750
F  3.321  3.932  -0.455
F  -3.248  -8.174  0.303
F  -2.310  -4.989  1.410
H  3.607  5.492  -2.287
F  6.569  7.445  -0.395
C  -3.342  -6.816  0.269
C  1.935  -0.595  0.110
C  -4.828  -6.496  0.497
H  -0.339  -2.437  -0.457
P  -0.676  -0.756  1.252
H  2.850  1.309  -0.256
H  -2.563  -6.766  2.299
H  1.525  -1.431  -0.457
C  3.225  6.316  -1.685
C  -2.331  -6.342  1.320
H  -5.357  -7.354  0.085
Cl  3.736  -0.119  -1.876
H  1.355  0.066  2.112
F  3.359  5.665  1.823
F  4.634  8.093  -2.117
O  -2.381  0.036  -1.068
H  -1.981  -2.414  0.211
H  2.679  6.975  -2.358
H  0.720  1.084  0.832
F  -4.930  -4.068  1.559
F  -1.098  -6.743  0.947
F  5.572  5.565  0.106
O  2.231  5.886  -0.763
H  -5.070  -6.456  1.559
C  2.301  4.721  -0.074
C  4.362  7.190  -1.133
H  -1.269  -1.116  -2.285
H  -1.649  0.233  1.374
Cl  -0.770  -1.825  2.907
H  2.798  -0.970  0.667
C  -4.583  -3.177  -0.614
F  1.159  4.017  -0.340
F  -2.955  -6.401  -0.956
H  1.611  0.859  -1.471